Entry from OMol25: a 5-piece molecular cluster, C51H52NO11P overall at a distorted geometry (the ωB97M-V functional and the def2-TZVPD basis).

Atoms and positions in Å:
C (-5.9430, 2.1140, 0.1752)
C (-7.1711, 1.1577, 0.5577)
C (-7.3186, -0.1523, -0.3542)
C (-6.0482, -1.1356, -0.3291)
C (-6.1379, -2.2714, 0.8440)
C (-4.7293, -2.2475, 1.6119)
C (-4.2992, -3.6426, 2.2924)
C (-2.7710, -4.0098, 1.9571)
C (-1.7608, -3.9014, 3.1995)
C (-1.4437, -2.4074, 3.6875)
C (-1.1996, -1.3438, 2.5140)
C (0.0252, -1.6898, 1.5326)
C (0.8541, -0.4269, 1.0333)
C (2.4212, -0.3074, 1.1439)
C (3.1860, 0.9539, 0.5881)
C (4.7741, 0.9708, 0.6992)
C (5.5113, -0.2003, -0.0496)
C (7.0491, -0.3236, -0.0918)
C (7.9106, 0.7633, 0.6287)
C (7.1780, 1.8945, 1.3897)
C (5.6124, 2.0354, 1.4392)
C (2.4279, 2.1610, -0.0984)
P (3.2705, 3.6844, -0.8304)
C (2.3767, 3.9774, -2.5086)
O (4.8977, 3.3780, -1.2873)
C (0.8896, 2.0218, -0.1806)
C (0.1362, 0.7704, 0.3723)
C (-1.3972, 1.0885, 0.0691)
O (-2.4521, 0.8238, 0.6742)
N (-1.2678, 1.9045, -1.1917)
C (-0.2550, 2.9418, -0.7980)
O (-0.3804, 4.1733, -0.9135)
H (-6.1197, 3.2265, 0.4312)
H (-5.0057, 1.8191, 0.7873)
H (-5.6225, 2.0533, -0.9231)
H (-7.1547, 0.9190, 1.6865)
H (-8.1336, 1.7792, 0.3895)
H (-8.2924, -0.6710, -0.0546)
H (-7.4638, 0.2006, -1.4458)
H (-5.1310, -0.4715, -0.0989)
H (-5.8236, -1.6179, -1.3499)
H (-6.2280, -3.2862, 0.3183)
H (-7.0316, -2.1075, 1.5370)
H (-3.9247, -1.9941, 0.8238)
H (-4.6476, -1.4368, 2.4162)
H (-4.5602, -3.6885, 3.4113)
H (-4.9509, -4.4613, 1.7957)
H (-2.7654, -5.1037, 1.5829)
H (-2.3140, -3.3958, 1.1005)
H (-0.7683, -4.4016, 2.8805)
H (-2.1537, -4.5298, 4.0886)
H (-0.5924, -2.3636, 4.4712)
H (-2.3839, -2.0437, 4.2599)
H (-2.1514, -1.3528, 1.8614)
H (-1.0823, -0.3091, 3.0147)
H (-0.4146, -2.3255, 0.6714)
H (0.7513, -2.3822, 2.1084)
H (3.0495, -1.1314, 1.6195)
H (4.9100, -1.0038, -0.6158)
H (7.6067, -1.1579, -0.6425)
H (9.0556, 0.7377, 0.6043)
H (7.8232, 2.6682, 1.9308)
H (5.1026, 2.8896, 1.9985)
H (3.1483, 4.3134, -3.3025)
H (1.5599, 4.7653, -2.4250)
H (1.9770, 2.9440, -2.8346)
H (4.8771, 2.8298, -2.1117)
H (-0.8962, 1.1591, -1.8127)
O (-13.4417, 0.1241, -4.2373)
C (-12.3379, -0.2178, -3.8520)
C (-12.1736, -1.2868, -2.8445)
C (-10.9649, -1.6590, -2.4217)
C (-9.7382, -1.0198, -2.9433)
O (-8.6357, -1.3611, -2.5585)
C (-9.9025, 0.0495, -3.9509)
C (-11.1113, 0.4216, -4.3737)
H (-13.0817, -1.7455, -2.4732)
H (-10.8262, -2.4395, -1.6840)
H (-8.9941, 0.5079, -4.3220)
H (-11.2501, 1.2021, -5.1113)
O (-19.2163, -2.6500, -4.2574)
C (-18.1139, -2.9911, -3.8728)
C (-17.9494, -4.0606, -2.8650)
C (-16.7406, -4.4326, -2.4423)
C (-15.5140, -3.7931, -2.9641)
O (-14.4103, -4.1349, -2.5788)
C (-15.6784, -2.7240, -3.9716)
C (-16.8871, -2.3519, -4.3944)
H (-18.8577, -4.5189, -2.4938)
H (-16.6017, -5.2130, -1.7046)
H (-14.7702, -2.2654, -4.3429)
H (-17.0257, -1.5714, -5.1320)
O (15.1816, 1.2848, 3.4978)
C (14.1935, 1.3537, 2.7899)
C (14.2790, 1.1474, 1.3278)
C (13.1941, 1.2261, 0.5546)
C (11.8633, 1.5205, 1.1252)
O (10.8726, 1.5902, 0.4182)
C (11.7782, 1.7265, 2.5867)
C (12.8612, 1.6482, 3.3605)
H (15.2637, 0.9317, 0.9251)
H (13.2374, 1.0789, -0.5173)
H (10.7956, 1.9419, 2.9884)
H (12.8169, 1.7956, 4.4324)
O (21.2631, 4.6520, 1.3091)
C (20.2899, 3.9340, 1.1808)
C (19.9493, 3.3285, -0.1245)
C (18.8808, 2.5432, -0.2648)
C (17.9929, 2.2436, 0.8784)
O (17.0181, 1.5248, 0.7509)
C (18.3326, 2.8483, 2.1831)
C (19.4012, 3.6338, 2.3238)
H (20.6105, 3.5577, -0.9510)
H (18.6160, 2.0921, -1.2130)
H (17.6707, 2.6185, 3.0095)
H (19.6657, 4.0846, 3.2720)

E_tot = -87016.0184 eV
Gap between HOMO and LUMO = 6.3 eV
Highest occupied orbital energy = -8.1 eV

***

Entry from OMol25: C51H53FeIN12O2PS as an isolated structure at a distorted geometry (the ωB97M-V functional and the def2-TZVPD basis).

Atoms and positions in Å:
Fe (0.3118, -0.0465, 0.5579)
O (1.5197, 1.9548, -1.2584)
C (1.6864, 3.2603, -0.5780)
C (0.5584, 4.0884, -0.3820)
C (0.8398, 5.4621, -0.2304)
C (-0.1805, 6.3716, -0.0440)
C (-1.4902, 5.9166, -0.0029)
C (-1.7765, 4.5571, -0.1321)
C (-0.7761, 3.6145, -0.3043)
P (-1.1875, 1.8239, -0.4160)
C (-1.1474, 1.4548, -2.1979)
C (-1.2446, 2.4377, -3.1798)
C (-1.0953, 2.1019, -4.5187)
C (-0.8569, 0.7844, -4.8896)
C (-0.7802, -0.2045, -3.9173)
C (-0.9204, 0.1331, -2.5791)
C (-2.9229, 1.7987, 0.0961)
C (-3.9558, 1.4721, -0.7693)
C (-5.2636, 1.4070, -0.2954)
C (-5.5387, 1.6807, 1.0328)
C (-4.5041, 2.0178, 1.9037)
C (-3.2024, 2.0644, 1.4397)
H (1.8698, 5.7942, -0.2748)
H (0.0405, 7.4245, 0.0622)
H (-2.3038, 6.6166, 0.1319)
H (-2.8102, 4.2433, -0.0985)
H (-1.4234, 3.4705, -2.9047)
H (-1.1643, 2.8710, -5.2767)
H (-0.7324, 0.5288, -5.9342)
H (-0.6078, -1.2356, -4.2006)
H (-0.8554, -0.6556, -1.8325)
H (-3.7513, 1.2563, -1.8103)
H (-6.0659, 1.1469, -0.9727)
H (-6.5580, 1.6433, 1.3933)
H (-4.7228, 2.2536, 2.9381)
H (-2.3950, 2.3192, 2.1215)
C (4.9231, 3.1631, -2.4970)
N (3.9338, 2.6941, -1.5171)
C (2.6846, 3.1535, -1.6112)
N (1.9622, 0.8499, -0.3874)
C (3.3202, 0.8585, -0.2764)
N (4.2742, 1.5843, -0.7445)
C (4.4025, 3.0938, -3.9149)
C (4.5902, 4.1596, -4.7860)
C (4.0527, 4.1273, -6.0683)
C (3.3069, 3.0381, -6.4847)
C (3.1232, 1.9665, -5.6147)
C (3.6771, 1.9901, -4.3414)
C (2.3472, 0.8003, -6.0330)
N (1.5651, 0.6432, -7.0396)
N (1.1037, -0.6763, -6.9720)
C (1.6529, -1.1937, -5.9331)
O (2.4485, -0.3164, -5.2722)
C (1.5588, -2.5431, -5.3796)
C (0.8358, -3.5445, -6.0240)
C (0.7748, -4.8082, -5.4599)
C (1.4118, -5.0747, -4.2516)
C (2.1296, -4.0745, -3.6129)
C (2.7484, -4.2701, -2.2534)
N (1.9225, -3.5663, -1.2652)
C (2.0370, -2.3401, -0.7825)
N (0.9453, -2.0259, -0.0794)
C (0.1847, -3.1639, -0.1926)
N (0.7439, -4.1056, -0.8989)
C (2.2093, -2.8161, -4.1861)
H (5.8084, 2.5501, -2.3360)
H (5.1894, 4.1947, -2.2652)
H (2.4568, 3.6356, -2.5635)
H (3.6531, 0.0446, 0.3641)
H (5.1510, 5.0278, -4.4604)
H (4.2078, 4.9618, -6.7382)
H (2.8743, 2.9999, -7.4753)
H (3.5247, 1.1506, -3.6735)
H (0.3421, -3.3261, -6.9615)
H (0.2214, -5.5919, -5.9585)
H (1.3376, -6.0587, -3.8058)
H (3.7521, -3.8507, -2.1970)
H (2.7799, -5.3152, -1.9562)
H (2.8871, -1.7084, -0.9681)
H (-0.7953, -3.2662, 0.2381)
H (2.7778, -2.0320, -3.6999)
I (2.1864, 3.8059, 5.0038)
C (1.5325, 2.1063, 4.0615)
C (1.3750, 0.8455, 4.5989)
N (0.9219, 0.0523, 3.6172)
N (0.7757, 0.7239, 2.4601)
C (1.1489, 1.9743, 2.7248)
H (1.5487, 0.4732, 5.5949)
H (0.6455, -0.9233, 3.6586)
H (1.1328, 2.7292, 1.9563)
C (-0.8031, -6.2869, 5.7799)
C (0.0569, -5.0290, 5.8466)
C (0.1162, -4.2782, 4.5139)
C (-1.1484, -3.4716, 4.2412)
N (-0.8853, -2.4448, 3.2053)
C (-1.7729, -1.4863, 2.8075)
S (-1.9969, -1.1727, 1.1351)
N (-2.4813, -0.7638, 3.6662)
C (-2.2301, -0.3757, 5.0642)
C (-3.5221, 0.1258, 5.6931)
C (-4.6087, -0.9394, 5.8232)
C (-4.2364, -2.0714, 6.7751)
H (-0.8839, -6.7619, 6.7564)
H (-0.3716, -7.0149, 5.0914)
H (-1.8177, -6.0669, 5.4402)
H (1.0709, -5.2914, 6.1503)
H (-0.3314, -4.3598, 6.6210)
H (0.2599, -5.0022, 3.7054)
H (0.9851, -3.6125, 4.4911)
H (-1.4990, -3.0127, 5.1549)
H (-1.9521, -4.1175, 3.8787)
H (-0.4673, -2.8705, 2.3876)
H (-3.1077, -0.1287, 3.1827)
H (-1.4757, 0.4167, 5.0628)
H (-1.8307, -1.2039, 5.6347)
H (-3.8931, 0.9718, 5.1050)
H (-3.2726, 0.5229, 6.6798)
H (-4.8470, -1.3476, 4.8365)
H (-5.5187, -0.4535, 6.1775)
H (-3.4509, -2.7135, 6.3693)
H (-5.0942, -2.7125, 6.9727)
H (-3.8890, -1.6816, 7.7341)

E_tot = -138318.7247 eV
Gap between HOMO and LUMO (alpha / beta) = 8.5 / 6.1 eV
Multiplicity = 6
Highest occupied orbital energy (alpha / beta) = -12.7 / -12.7 eV
Charge = +2

***

Entry from OMol25: C51H55AsBr4N6O5Ti as an isolated structure at a distorted geometry (the ωB97M-V functional and the def2-TZVPD basis).

Atoms and positions in Å:
Ti (0.2272, 0.1163, -0.0009)
C (3.6303, 1.5589, 3.9739)
C (2.4754, 2.4021, 3.4300)
C (2.8742, 3.8754, 3.3478)
C (1.2286, 2.1490, 4.2557)
C (0.8702, 2.9896, 5.3012)
C (-0.2643, 2.7450, 6.0602)
C (-1.0381, 1.6371, 5.7719)
C (-0.6999, 0.7592, 4.7475)
C (-1.5699, -0.4627, 4.5137)
C (-3.0426, -0.0951, 4.3347)
C (-1.4122, -1.4725, 5.6530)
C (0.4431, 1.0190, 3.9762)
N (0.7804, 0.2250, 2.8621)
C (1.3624, -0.9209, 3.1044)
O (1.6082, -1.5056, 4.1831)
C (1.9342, -1.5843, 1.8591)
C (2.6463, -2.7587, 2.0286)
C (3.2983, -3.3266, 0.9449)
C (3.2610, -2.6748, -0.2730)
C (2.5319, -1.5019, -0.3816)
N (1.8493, -0.9716, 0.6551)
C (2.6328, -0.6777, -1.6511)
O (3.5365, -0.9722, -2.4456)
N (1.7924, 0.3394, -1.6481)
C (2.1478, 1.4669, -2.4364)
C (1.4885, 1.7340, -3.6426)
C (1.7319, 2.9396, -4.2931)
C (2.6469, 3.8512, -3.7921)
C (3.3525, 3.5415, -2.6444)
C (3.1178, 2.3600, -1.9510)
C (3.9416, 2.0570, -0.7144)
C (5.3520, 1.6182, -1.1174)
C (4.0097, 3.2225, 0.2636)
C (0.6310, 0.6562, -4.2848)
C (1.5735, -0.3403, -4.9689)
C (-0.3815, 1.1893, -5.2987)
H (4.4980, 1.6154, 3.3164)
H (3.9249, 1.9241, 4.9616)
H (3.3371, 0.5150, 4.0779)
H (2.2610, 2.0472, 2.4128)
H (3.1737, 4.2670, 4.3205)
H (3.7243, 3.9999, 2.6776)
H (2.0556, 4.4867, 2.9690)
H (1.4680, 3.8622, 5.5179)
H (-0.5478, 3.4223, 6.8573)
H (-1.9271, 1.4427, 6.3594)
H (-1.2267, -0.9324, 3.5857)
H (-3.4466, 0.3805, 5.2297)
H (-3.1794, 0.5776, 3.4877)
H (-3.6292, -0.9967, 4.1515)
H (-1.7480, -1.0337, 6.5968)
H (-2.0213, -2.3573, 5.4564)
H (-0.3739, -1.7730, 5.7477)
H (2.6644, -3.1697, 3.0272)
H (3.8521, -4.2517, 1.0586)
H (3.7912, -3.0067, -1.1520)
H (1.1988, 3.1756, -5.2012)
H (2.8041, 4.7976, -4.2935)
H (4.0809, 4.2432, -2.2613)
H (3.4574, 1.2312, -0.1851)
H (5.8587, 2.4318, -1.6434)
H (5.9403, 1.3702, -0.2324)
H (5.3166, 0.7486, -1.7709)
H (4.5259, 4.0851, -0.1642)
H (3.0136, 3.5321, 0.5595)
H (4.5583, 2.9214, 1.1559)
H (0.0997, 0.1311, -3.4802)
H (2.1615, 0.1822, -5.7280)
H (2.2630, -0.7883, -4.2563)
H (1.0125, -1.1306, -5.4728)
H (0.1164, 1.5324, -6.2078)
H (-1.0757, 0.4008, -5.5971)
H (-0.9666, 2.0155, -4.8981)
C (-2.7128, 4.7408, 2.0171)
C (-1.3975, 4.3516, 2.2307)
C (-0.9854, 3.0610, 1.9442)
C (-1.8901, 2.1246, 1.4495)
C (-3.2160, 2.5150, 1.2375)
C (-3.6160, 3.8114, 1.5123)
N (-1.4532, 0.8085, 1.1873)
N (-2.4451, -0.0753, 1.4291)
C (-2.0794, -1.3120, 1.2799)
C (-2.9480, -2.3532, 1.7531)
C (-2.5430, -3.6423, 1.7168)
C (-1.2544, -3.9498, 1.1668)
C (-0.4864, -2.9325, 0.6936)
N (-0.8484, -1.6190, 0.7257)
H (-3.0262, 5.7541, 2.2283)
H (-0.6750, 5.0594, 2.6187)
H (0.0481, 2.7665, 2.0929)
H (-3.9128, 1.7909, 0.8392)
H (-4.6427, 4.1009, 1.3214)
H (-3.9009, -2.0527, 2.1623)
H (-3.1785, -4.4294, 2.1074)
H (-0.8795, -4.9633, 1.1255)
H (0.4684, -3.1424, 0.2247)
Br (-1.0316, 6.4527, -2.4994)
C (-1.1429, 4.5981, -2.1388)
C (-2.0867, 3.8146, -2.7685)
Br (-3.3036, 4.5597, -4.0129)
C (-2.1309, 2.4445, -2.4934)
Br (-3.4451, 1.3133, -3.2624)
C (-1.2264, 1.8350, -1.6402)
O (-1.2166, 0.5504, -1.4002)
C (-0.2629, 2.6549, -0.9719)
O (0.5460, 2.0624, -0.1121)
C (-0.2525, 4.0151, -1.2281)
Br (0.9877, 5.0658, -0.2646)
C (-1.3455, -4.3299, -2.5306)
As (-1.3487, -2.3981, -2.4663)
C (-1.6872, -1.9062, -4.2934)
C (-2.9744, -1.9408, -1.5590)
O (0.1050, -1.8624, -1.8972)
H (-2.1812, -4.6999, -3.1230)
H (-1.4094, -4.7093, -1.5124)
H (-0.3994, -4.6411, -2.9767)
H (-2.5347, -2.4886, -4.6548)
H (-0.7992, -2.1159, -4.8898)
H (-1.9197, -0.8430, -4.3352)
H (-3.7724, -2.0244, -2.2961)
H (-2.9034, -0.9191, -1.1930)
H (-3.1383, -2.6325, -0.7351)

E_tot = -437088.6324 eV
Gap between HOMO and LUMO = 4.9 eV
Highest occupied orbital energy = -1.1 eV
Charge = -2